{"formula": "C23H28MgN5O4PS5", "method": "ωB97M-V/def2-TZVPD", "elements": ["C", "H", "H", "N", "C", "H", "C", "C", "P", "H", "H", "H", "H", "S", "C", "H", "H", "O", "H", "O", "O", "C", "N", "H", "Mg", "H", "C", "S", "H", "H", "S", "C", "C", "H", "H", "H", "H", "C", "H", "N", "C", "C", "H", "H", "H", "C", "H", "C", "C", "C", "S", "N", "C", "S", "C", "O", "N", "H", "C", "C", "C", "H", "C", "C", "H", "H", "H"], "coordinates": [[3.455, -0.397, 3.441], [-0.944, -5.792, 2.713], [-1.530, 2.711, 2.097], [-0.351, 1.275, 1.241], [1.245, -1.808, -5.809], [0.359, 1.644, 3.966], [1.889, 0.879, 4.755], [1.072, -2.975, 3.450], [-1.215, -2.289, 2.296], [-0.748, -2.672, 5.622], [0.332, -1.294, 5.338], [-2.591, -5.260, 3.090], [1.838, -2.389, 3.961], [2.386, -1.001, -4.833], [-3.181, 3.248, 0.102], [5.208, -1.115, 4.457], [-1.365, -5.238, 0.349], [-0.732, -1.582, 1.097], [1.065, -3.990, 3.871], [1.757, -0.155, 1.239], [-0.658, 1.110, -1.431], [-2.066, 2.407, 0.001], [-0.216, -2.311, 3.604], [3.708, -0.813, 2.473], [0.351, -0.213, -0.330], [-2.960, -4.504, 0.624], [-2.486, 2.242, -2.382], [-0.618, -2.143, -1.945], [-1.372, -1.158, 4.911], [-3.865, 0.066, 2.592], [1.389, -2.000, -7.480], [0.407, -1.797, -3.308], [-1.294, 2.138, 1.195], [-2.907, -3.006, 4.392], [-4.152, -3.064, 3.130], [-4.120, -1.732, 4.302], [-2.665, -0.179, 1.312], [1.606, -1.155, -3.277], [-2.201, 1.837, -3.346], [-2.633, -1.609, 2.843], [-3.357, -0.682, 1.978], [-1.877, -4.316, 0.637], [-1.210, -4.546, 3.943], [-1.619, -3.567, -0.106], [1.344, -3.027, 2.395], [-3.955, 3.578, -0.992], [-4.819, 4.223, -0.891], [3.894, -0.014, 5.764], [-1.672, 1.864, -1.269], [2.256, 0.302, 3.525], [2.425, -0.521, -1.875], [-1.426, -3.903, 1.960], [-0.524, -1.839, 4.937], [-0.097, -2.328, -4.894], [-3.582, 3.056, -2.241], [0.760, 1.588, 4.899], [0.323, 1.180, 2.448], [-4.173, 3.301, -3.119], [4.279, -0.563, 4.545], [-3.492, -2.396, 3.702], [-1.552, -4.919, 2.976], [-4.107, -1.203, 1.370], [2.713, 0.701, 5.870], [1.404, 0.426, 2.299], [2.401, 1.143, 6.810], [-3.433, 3.644, 1.084], [4.522, -0.137, 6.640]], "e_homo_ev": -0.7, "energy_ha": -4000.6949, "largest_force_ha_per_bohr": 0.007, "lumo_energy_ev": 3.91, "charge": -2, "relative_energy_kcal_mol": 11.2, "homo_lumo_gap_ev": 4.61}